{
  "formula": "C35H43N10O3PS4W",
  "method": "wB97M-V/def2-TZVPD",
  "elements": ["W", "N", "C", "S", "N", "N", "C", "C", "C", "C", "C", "C", "N", "H", "H", "H", "H", "H", "H", "H", "S", "C", "C", "C", "C", "C", "C", "S", "H", "H", "H", "H", "C", "C", "C", "P", "C", "C", "C", "C", "C", "C", "H", "H", "H", "H", "H", "H", "H", "H", "H", "H", "H", "H", "H", "H", "H", "H", "H", "H", "H", "H", "H", "N", "C", "C", "N", "C", "C", "N", "H", "H", "H", "H", "H", "O", "S", "O", "O", "C", "N", "C", "C", "C", "N", "C", "C", "C", "N", "C", "C", "H", "H", "H", "H", "H", "H"],
  "coordinates": [[0.29378, 0.78890, 0.44000], [-2.23033, 1.25062, 4.07253], [-1.49807, 1.49056, 2.95912], [-2.03732, 0.80863, 1.45779], [-0.41896, 2.21054, 3.04368], [0.24780, 2.28232, 1.84421], [1.00835, 3.35955, 1.72670], [1.77861, 3.39232, 0.56820], [2.67430, 4.42511, 0.22222], [3.39453, 4.33531, -0.93120], [3.21280, 3.20930, -1.75906], [2.32265, 2.24403, -1.39319], [1.57509, 2.30395, -0.24728], [-3.15135, 0.87058, 3.94148], [-2.06862, 1.82952, 4.88029], [0.99987, 4.12581, 2.48601], [2.76887, 5.26951, 0.89280], [4.08875, 5.11669, -1.21672], [3.77035, 3.09324, -2.67890], [2.13472, 1.40376, -2.03804], [4.32928, -0.18030, -0.67452], [3.70250, -1.05468, -2.00287], [4.66177, -1.58758, -2.90203], [4.30150, -2.24923, -4.04773], [2.94882, -2.42992, -4.33113], [1.98309, -1.95693, -3.46204], [2.31310, -1.26190, -2.29195], [0.86340, -0.83500, -1.36693], [5.70711, -1.44736, -2.65743], [5.05687, -2.63625, -4.71950], [2.64468, -2.95328, -5.22977], [0.93504, -2.13124, -3.67399], [-3.74982, 2.31921, -2.77315], [-2.68963, 1.32093, -2.28090], [-3.34489, 0.23801, -1.42379], [-1.15987, 2.07527, -1.52587], [-0.26964, 2.57015, -3.11420], [-1.02366, 3.41699, -4.15216], [0.26867, 1.35959, -3.89769], [-1.54358, 3.72957, -0.69143], [-1.37043, 5.02842, -1.47926], [-2.90133, 3.79232, 0.02154], [-4.25913, 1.91267, -3.64924], [-3.33682, 3.28765, -3.04604], [-4.50310, 2.47643, -2.00223], [-2.25222, 0.81116, -3.14448], [-3.91100, 0.67619, -0.60177], [-2.60863, -0.45077, -1.00764], [-4.03985, -0.34569, -2.03243], [0.57679, 3.15694, -2.75688], [-1.84910, 2.85520, -4.59076], [-0.31617, 3.63131, -4.95706], [-1.39883, 4.36384, -3.79119], [-0.45972, 1.04023, -4.64674], [0.48878, 0.50155, -3.27660], [1.18173, 1.63698, -4.43201], [-0.76925, 3.74711, 0.07352], [-2.14123, 5.15542, -2.23668], [-0.38573, 5.11412, -1.94150], [-1.47512, 5.85794, -0.77432], [-3.70248, 4.00332, -0.68841], [-2.88105, 4.60983, 0.74760], [-3.13885, 2.87862, 0.55324], [3.67248, 0.63631, 4.86468], [3.26621, 0.00546, 3.72119], [2.30121, 0.58994, 2.88805], [1.81788, -0.03508, 1.81887], [2.34761, -1.24608, 1.55371], [3.29541, -1.80840, 2.38621], [3.76158, -1.20101, 3.47172], [3.56659, 1.63289, 4.93332], [4.46951, 0.23255, 5.32776], [1.90901, 1.56085, 3.13890], [1.95270, -1.80719, 0.72448], [3.69112, -2.79184, 2.16087], [-3.19722, -9.61222, 1.34856], [-2.21799, -8.60775, 1.00717], [-2.47833, -7.89330, -0.22596], [-0.82918, -9.00540, 1.19615], [-2.30656, -7.32815, 2.31814], [-2.56248, -7.69274, 3.58224], [-2.41530, -6.75692, 4.50902], [-2.01490, -5.46025, 4.21777], [-1.79015, -5.17969, 2.88142], [-1.94308, -6.10077, 1.93981], [-1.35557, -3.85595, 2.37334], [-0.79353, -2.86921, 3.17821], [-0.37703, -1.68762, 2.60854], [-0.46681, -1.42743, 1.29671], [-1.02576, -2.37268, 0.52772], [-1.47661, -3.58031, 1.01751], [-2.62430, -7.05426, 5.53257], [-1.90938, -4.72115, 5.00164], [-0.65044, -3.02089, 4.24051], [0.03683, -0.90935, 3.23502], [-1.09556, -2.16222, -0.52770], [-1.90584, -4.32719, 0.35962]],
  "lowdin_spin": [1.163, -0.010, -0.006, 0.009, 0.008, -0.065, -0.045, -0.037, -0.008, -0.029, -0.012, -0.008, -0.029, -0.001, 0.000, -0.004, 0.001, -0.001, 0.000, 0.000, 0.575, 0.073, 0.073, -0.002, 0.101, -0.009, 0.097, 0.104, 0.001, -0.002, 0.006, -0.002, -0.001, -0.004, 0.001, -0.009, -0.002, -0.001, 0.001, 0.001, 0.000, 0.001, 0.000, 0.000, 0.000, 0.000, 0.000, 0.001, 0.000, 0.000, 0.000, 0.000, 0.000, 0.000, 0.001, 0.000, -0.001, 0.000, 0.000, 0.000, 0.000, 0.000, 0.001, 0.001, 0.004, 0.018, 0.005, 0.015, 0.006, 0.006, 0.000, 0.000, 0.000, 0.002, 0.000, 0.000, 0.000, 0.000, 0.000, 0.000, 0.000, 0.000, 0.000, 0.000, 0.000, 0.000, 0.001, 0.002, 0.003, 0.003, 0.001, 0.000, 0.000, 0.000, 0.001, 0.001, 0.000],
  "homo_lumo_gap_ev": [5.0967, 4.1207],
  "spin_multiplicity": 3,
  "total_energy_ha": -4133.9633,
  "s_squared": 2.20,
  "charge": 0,
  "e_above_lowest_kj_mol": 287.3,
  "max_force_ev_per_a": 1.6,
  "homo_ev": [-6.889, -6.889]
}